(1)
{
  "formula": "C40H51B4N9O8",
  "method": "ωB97M-V with the def2-TZVPD basis set",
  "energy_ev": -74813.715,
  "fmax_ha_per_bohr": 0.02268,
  "homo_ev": -7.80,
  "gap_ev": 7.8,
  "lumo_ev": 0.00,
  "symbols": ["O", "C", "O", "C", "C", "B", "O", "B", "O", "B", "O", "O", "O", "B", "C", "C", "C", "C", "C", "N", "O", "H", "H", "H", "H", "H", "H", "H", "H", "H", "H", "H", "N", "C", "C", "C", "C", "H", "H", "H", "H", "H", "N", "C", "C", "C", "C", "H", "H", "H", "H", "H", "N", "C", "C", "C", "C", "H", "H", "H", "H", "H", "N", "C", "C", "C", "C", "H", "H", "H", "H", "H", "N", "C", "C", "C", "C", "H", "H", "H", "H", "H", "N", "C", "C", "C", "C", "H", "H", "H", "H", "H", "N", "C", "C", "C", "C", "H", "H", "H", "H", "H", "N", "C", "C", "C", "C", "H", "H", "H", "H", "H"],
  "xyz": [[2.898, 5.143, 2.566], [1.869, 5.523, 3.032], [0.922, 6.160, 2.313], [-0.404, 5.605, 2.499], [-0.992, 5.136, 1.173], [0.023, 4.456, 0.188], [-0.220, 4.330, -1.161], [0.857, 3.665, -1.764], [1.519, 4.283, -2.775], [2.167, 3.552, -3.786], [3.085, 2.572, -3.540], [1.827, 3.856, -5.095], [1.221, 2.432, -1.217], [1.382, 2.581, 0.143], [1.665, 1.354, 1.092], [0.616, 0.503, 1.412], [0.856, -0.563, 2.273], [2.147, -0.697, 2.748], [3.148, 0.180, 2.362], [2.922, 1.205, 1.541], [1.204, 3.862, 0.659], [1.643, 5.376, 4.100], [-1.026, 6.396, 2.920], [-0.376, 4.801, 3.237], [-1.543, 5.940, 0.685], [-1.748, 4.375, 1.406], [3.713, 2.831, -2.856], [2.002, 4.797, -5.216], [-0.369, 0.668, 0.992], [0.069, -1.247, 2.562], [2.391, -1.500, 3.435], [4.155, 0.056, 2.742], [0.623, -2.432, -0.422], [-0.237, -3.434, -0.789], [-0.544, -3.263, -2.113], [0.162, -2.114, -2.562], [0.873, -1.627, -1.498], [1.014, -2.302, 0.494], [-0.559, -4.180, -0.080], [-1.199, -3.891, -2.694], [0.150, -1.696, -3.554], [1.532, -0.779, -1.416], [4.854, 3.019, 6.854], [3.998, 1.964, 6.715], [3.543, 1.959, 5.422], [4.156, 3.057, 4.752], [4.959, 3.688, 5.664], [5.337, 3.265, 7.698], [3.786, 1.309, 7.543], [2.852, 1.245, 5.004], [4.031, 3.349, 3.725], [5.598, 4.549, 5.564], [4.002, 6.360, -7.063], [4.476, 5.083, -6.900], [5.838, 5.125, -7.035], [6.199, 6.478, -7.283], [5.046, 7.214, -7.294], [3.037, 6.630, -7.028], [3.810, 4.259, -6.709], [6.502, 4.280, -6.964], [7.193, 6.864, -7.438], [4.880, 8.267, -7.448], [-3.597, -4.639, 0.275], [-3.076, -5.903, 0.210], [-4.059, -6.783, 0.579], [-5.223, -6.022, 0.868], [-4.905, -4.704, 0.674], [-3.096, -3.795, 0.062], [-2.055, -6.068, -0.090], [-3.957, -7.854, 0.632], [-6.181, -6.400, 1.181], [-5.495, -3.810, 0.783], [-9.028, -6.682, -2.442], [-8.155, -7.525, -3.073], [-6.889, -7.036, -2.886], [-7.003, -5.851, -2.108], [-8.335, -5.661, -1.852], [-10.025, -6.794, -2.418], [-8.506, -8.397, -3.598], [-5.981, -7.478, -3.260], [-6.200, -5.218, -1.776], [-8.847, -4.891, -1.300], [1.316, -5.629, 1.562], [1.476, -6.613, 0.624], [2.095, -7.671, 1.232], [2.317, -7.311, 2.589], [1.825, -6.047, 2.762], [0.893, -4.738, 1.391], [1.138, -6.474, -0.389], [2.362, -8.600, 0.757], [2.785, -7.914, 3.350], [1.792, -5.412, 3.631], [-8.785, -2.073, -0.225], [-9.905, -2.562, 0.391], [-10.859, -1.581, 0.367], [-10.293, -0.455, -0.291], [-9.014, -0.791, -0.645], [-7.928, -2.578, -0.350], [-9.926, -3.561, 0.792], [-11.853, -1.660, 0.776], [-10.771, 0.490, -0.483], [-8.251, -0.231, -1.158], [5.614, 4.655, 1.356], [6.007, 3.351, 1.263], [7.341, 3.333, 0.945], [7.768, 4.685, 0.842], [6.678, 5.475, 1.101], [4.681, 4.963, 1.575], [5.304, 2.551, 1.429], [7.943, 2.451, 0.802], [8.759, 5.036, 0.605], [6.571, 6.546, 1.126]],
  "lowdin_charge": [0.08, -0.32, -0.02, -0.17, -0.01, -0.49, 0.34, -0.63, 0.36, -0.72, 0.22, 0.18, 0.34, -0.46, -0.13, -0.02, -0.09, -0.08, -0.13, 0.14, 0.29, 0.16, 0.13, 0.13, 0.12, 0.13, 0.13, 0.10, 0.13, 0.11, 0.11, 0.12, 0.02, -0.16, -0.10, -0.09, -0.12, 0.11, 0.08, 0.09, 0.09, 0.11, 0.00, -0.14, -0.11, -0.11, -0.13, 0.14, 0.10, 0.07, 0.06, 0.11, 0.00, -0.14, -0.10, -0.11, -0.14, 0.14, 0.10, 0.09, 0.09, 0.10, 0.01, -0.14, -0.10, -0.12, -0.16, 0.13, 0.09, 0.09, 0.09, 0.10, 0.00, -0.14, -0.10, -0.11, -0.14, 0.14, 0.10, 0.09, 0.08, 0.09, 0.00, -0.14, -0.11, -0.11, -0.14, 0.10, 0.10, 0.09, 0.09, 0.10, 0.00, -0.15, -0.11, -0.11, -0.14, 0.13, 0.10, 0.09, 0.09, 0.10, 0.02, -0.15, -0.12, -0.12, -0.15, 0.10, 0.08, 0.08, 0.08, 0.10]
}

---

(2)
{
  "formula": "C40H51BrCeN8OPS",
  "method": "ωB97M-V with the def2-TZVPD basis set",
  "energy_ev": -159358.828,
  "fmax_ha_per_bohr": 0.04299,
  "homo_ev": [-12.60, -12.60],
  "spin_multiplicity": 2,
  "gap_ev": [7.7, 7.7],
  "lumo_ev": [-4.91, -4.89],
  "total_charge": 2,
  "s2": 0.751,
  "symbols": ["Ce", "C", "C", "C", "C", "C", "O", "C", "N", "C", "C", "C", "C", "C", "C", "P", "C", "C", "C", "C", "C", "C", "C", "C", "C", "C", "C", "C", "H", "H", "H", "H", "H", "H", "H", "H", "H", "H", "H", "H", "H", "H", "H", "H", "H", "H", "H", "H", "H", "H", "H", "H", "C", "C", "C", "C", "N", "C", "S", "N", "C", "C", "C", "C", "H", "H", "H", "H", "H", "H", "H", "H", "H", "H", "H", "H", "H", "H", "H", "H", "H", "H", "H", "H", "Br", "C", "C", "C", "C", "C", "C", "H", "H", "H", "H", "N", "N", "N", "C", "N", "N", "H", "H", "H"],
  "xyz": [[-0.413, -0.398, 0.856], [0.067, -0.448, 4.391], [-1.434, -0.168, 4.446], [-2.257, -1.363, 3.962], [-1.761, 1.135, 3.678], [-2.929, 1.917, 4.309], [-3.706, 2.324, 3.194], [-3.241, 1.705, 2.110], [-2.185, 0.975, 2.264], [-4.022, 1.994, 0.897], [-5.302, 2.524, 1.112], [-6.106, 2.930, 0.065], [-5.644, 2.824, -1.238], [-4.396, 2.282, -1.471], [-3.576, 1.860, -0.425], [-2.008, 1.064, -0.930], [-1.421, 2.121, -2.288], [-0.667, 1.537, -3.304], [-0.103, 2.326, -4.287], [-0.270, 3.702, -4.252], [-0.988, 4.289, -3.223], [-1.554, 3.507, -2.233], [-2.820, -0.389, -1.720], [-3.121, -1.450, -0.864], [-3.786, -2.568, -1.337], [-4.159, -2.636, -2.672], [-3.870, -1.583, -3.525], [-3.206, -0.460, -3.054], [0.304, -1.381, 4.895], [0.612, 0.354, 4.881], [0.400, -0.511, 3.342], [-1.696, 0.012, 5.493], [-1.978, -1.658, 2.935], [-3.320, -1.131, 3.983], [-2.089, -2.219, 4.613], [-0.855, 1.761, 3.662], [-2.616, 2.800, 4.866], [-3.555, 1.288, 4.952], [-5.661, 2.619, 2.125], [-7.085, 3.335, 0.266], [-6.253, 3.155, -2.065], [-4.040, 2.188, -2.487], [-0.525, 0.464, -3.312], [0.463, 1.866, -5.083], [0.176, 4.314, -5.019], [-1.113, 5.360, -3.195], [-2.097, 3.968, -1.421], [-2.874, -1.378, 0.206], [-4.030, -3.380, -0.670], [-4.681, -3.504, -3.043], [-4.176, -1.628, -4.560], [-2.993, 0.356, -3.731], [3.598, 1.411, -2.732], [3.037, 2.831, -2.709], [2.139, 3.133, -1.506], [2.893, 3.415, -0.205], [3.555, 2.242, 0.329], [3.004, 1.380, 1.171], [1.446, 1.642, 1.783], [3.678, 0.282, 1.570], [4.978, -0.150, 1.069], [5.325, -1.605, 1.413], [4.584, -2.772, 0.727], [4.515, -2.756, -0.809], [3.909, 1.149, -3.740], [2.835, 0.701, -2.417], [4.466, 1.303, -2.085], [2.437, 2.974, -3.610], [3.854, 3.554, -2.745], [1.441, 2.302, -1.347], [1.550, 4.022, -1.738], [2.194, 3.781, 0.550], [3.654, 4.178, -0.371], [4.491, 2.068, -0.005], [3.333, -0.175, 2.404], [5.762, 0.487, 1.499], [4.984, -0.020, -0.018], [5.239, -1.745, 2.493], [6.384, -1.716, 1.169], [3.575, -2.911, 1.123], [5.150, -3.662, 1.008], [2.925, -2.628, -2.230], [4.639, -3.772, -1.186], [5.346, -2.165, -1.215], [0.484, -7.017, 3.600], [0.351, -5.306, 2.761], [1.245, -4.305, 3.096], [1.109, -3.054, 2.519], [0.094, -2.716, 1.593], [-0.745, -3.803, 1.256], [-0.639, -5.063, 1.825], [2.027, -4.500, 3.814], [1.833, -2.297, 2.825], [-1.524, -3.668, 0.504], [-1.328, -5.847, 1.554], [0.025, -2.197, -3.750], [0.886, -1.870, -2.825], [3.256, -2.251, -1.350], [2.502, -1.415, -0.658], [1.308, -0.912, -0.819], [0.415, -1.271, -1.800], [0.373, -2.707, -4.544], [-0.977, -2.087, -3.612], [2.943, -1.097, 0.274]],
  "lowdin_charge": [0.82, -0.07, -0.35, -0.03, -0.26, -0.05, 0.04, -0.29, 0.04, -0.11, 0.01, -0.03, -0.03, -0.08, -0.27, 1.04, -0.37, -0.11, -0.07, -0.06, -0.06, -0.08, -0.36, -0.12, -0.05, -0.05, -0.06, -0.09, 0.10, 0.10, -0.01, 0.15, 0.05, 0.09, 0.10, 0.13, 0.15, 0.14, 0.13, 0.12, 0.12, 0.11, 0.07, 0.12, 0.12, 0.12, 0.12, 0.08, 0.12, 0.12, 0.12, 0.11, -0.09, -0.23, -0.19, -0.18, 0.05, -0.73, 0.74, -0.01, -0.17, -0.16, -0.16, -0.14, 0.08, 0.05, 0.05, 0.09, 0.12, 0.09, 0.11, 0.09, 0.14, 0.14, 0.14, 0.14, 0.11, 0.12, 0.13, 0.09, 0.12, 0.13, 0.13, 0.13, 0.75, -0.68, -0.13, -0.17, -0.31, -0.13, -0.12, 0.10, 0.08, 0.08, 0.10, 0.09, -0.03, 0.08, -0.20, -0.15, -0.04, 0.12, 0.10, 0.09]
}